A structure of composition C64H53BHfN5O3P2S at a distorted geometry, computed with ωB97M-V/def2-TZVPD.

CARTESIAN COORDINATES (ANGSTROEM)
Hf: 0.6093 0.4797 -0.4980
O: -0.1158 -0.7724 -2.1890
S: -0.0433 -2.3375 -1.9522
C: -1.5569 -3.1045 -2.3692
C: -1.5860 -4.1126 -3.3203
C: -2.7113 -4.9206 -3.5495
C: -3.8126 -4.7252 -2.7729
C: -5.1415 -5.4411 -2.7524
C: -5.9343 -4.7692 -1.6019
C: -4.9869 -3.7350 -1.0410
C: -5.1339 -2.8747 0.0083
C: -4.0541 -2.0379 0.3193
C: -2.8585 -2.0172 -0.3789
P: -1.7371 -0.7751 0.3408
C: -2.5768 0.7762 -0.0122
C: -3.5631 1.3708 0.7769
C: -4.1242 2.5778 0.3911
C: -3.7260 3.1997 -0.7891
C: -2.7703 2.6099 -1.5960
C: -2.2003 1.4010 -1.2122
C: -1.6936 -1.2170 2.0959
C: -1.9750 -0.3696 3.1609
C: -1.8884 -0.8400 4.4673
C: -1.5198 -2.1521 4.7167
C: -1.2274 -3.0057 3.6562
C: -1.3040 -2.5389 2.3539
C: -2.6795 -2.9035 -1.4826
C: -3.7782 -3.7397 -1.7604
C: 1.1335 -2.8675 -3.0913
C: 0.9244 -2.8586 -4.4586
C: 1.8084 -3.5084 -5.3388
C: 2.8670 -4.2020 -4.7984
C: 3.9374 -5.0533 -5.4458
C: 4.8782 -5.4748 -4.2775
C: 4.2934 -4.8039 -3.0512
C: 4.7303 -4.7120 -1.7580
C: 4.0265 -3.8673 -0.8695
C: 2.8558 -3.2200 -1.2066
P: 2.4230 -1.7424 -0.2037
C: 2.3507 -2.0348 1.5636
C: 2.6536 -3.2201 2.2239
C: 2.5020 -3.2951 3.6071
C: 2.0360 -2.2046 4.3297
C: 1.6694 -1.0338 3.6727
C: 1.8154 -0.9725 2.3000
C: 3.9143 -0.8043 -0.6230
C: 5.0434 -0.7205 0.1800
C: 6.1643 -0.0416 -0.2797
C: 6.1622 0.5388 -1.5463
C: 5.0430 0.4286 -2.3649
C: 3.9181 -0.2443 -1.9011
C: 2.3227 -3.4081 -2.5154
C: 3.1122 -4.1288 -3.4126
H: -0.7109 -4.3294 -3.9074
H: -2.6735 -5.6798 -4.3203
H: -4.9943 -6.5075 -2.5814
H: -5.6480 -5.3481 -3.7128
H: -6.2252 -5.4838 -0.8327
H: -6.8527 -4.3005 -1.9548
H: -6.0405 -2.8311 0.5988
H: -4.1719 -1.3772 1.1704
H: -3.9070 0.9013 1.6865
H: -4.8819 3.0373 1.0146
H: -4.1795 4.1377 -1.0832
H: -2.4830 3.0836 -2.5278
H: -1.5266 0.9059 -1.9095
H: -2.2610 0.6557 2.9953
H: -2.1273 -0.1767 5.2902
H: -1.4645 -2.5132 5.7368
H: -0.9530 -4.0370 3.8451
H: -1.0990 -3.2228 1.5351
H: 0.0362 -2.3822 -4.8590
H: 1.6151 -3.4923 -6.4045
H: 4.4665 -4.4925 -6.2163
H: 3.4903 -5.9146 -5.9439
H: 5.9067 -5.1552 -4.4433
H: 4.9058 -6.5574 -4.1520
H: 5.6349 -5.2038 -1.4217
H: 4.4824 -3.6735 0.0960
H: 3.0043 -4.0860 1.6765
H: 2.7531 -4.2145 4.1213
H: 1.9312 -2.2727 5.4058
H: 1.2588 -0.1945 4.2204
H: 1.4726 -0.0563 1.8077
H: 5.0493 -1.1706 1.1702
H: 7.0465 0.0304 0.3469
H: 7.0433 1.0579 -1.9003
H: 5.0541 0.8557 -3.3606
H: 3.0638 -0.3718 -2.5637
N: 0.9349 3.5181 -3.6301
C: 0.3828 2.3803 -3.2634
N: 0.9936 1.9713 -2.1523
C: 1.9060 2.9541 -1.8876
N: 1.9131 3.9123 -2.7682
C: 2.7628 2.8924 -0.7039
C: 3.6904 3.8800 -0.4322
N: 4.4791 3.8176 0.6348
C: 4.3219 2.7612 1.4238
C: 3.3871 1.7691 1.1658
N: 2.6013 1.8270 0.0891
H: 0.7163 4.0866 -4.4378
H: -0.4024 1.8696 -3.8016
H: 3.7836 4.7358 -1.0903
H: 4.9574 2.6903 2.2984
H: 3.2827 0.9337 1.8381
C: -3.2150 7.2189 4.6227
C: -2.7459 6.9414 3.1960
C: -3.9578 7.0213 2.2557
C: -1.7237 8.0182 2.8003
C: -2.1023 5.5586 3.0596
C: -2.0024 4.6660 4.1336
C: -1.4102 3.4043 4.0167
C: -0.9342 3.0730 2.7735
O: -0.3265 1.8898 2.3578
B: -0.0971 2.0702 0.9984
O: -0.4837 3.3379 0.5790
C: -1.0275 3.9369 1.7117
C: -1.5925 5.1793 1.8095
H: -3.6433 8.2213 4.6712
H: -2.3904 7.1815 5.3388
H: -3.9896 6.5174 4.9446
H: -4.4388 7.9982 2.3427
H: -4.7003 6.2583 2.5081
H: -3.6681 6.8894 1.2090
H: -2.1569 9.0112 2.9383
H: -1.4239 7.9332 1.7525
H: -0.8250 7.9532 3.4185
H: -2.3927 4.9551 5.0991
H: -1.3279 2.7352 4.8647
H: -1.6456 5.8357 0.9486

Force components x, y, z for each atom (eV/Å):
Hf 0.933 -1.906 -1.941
O -0.103 0.292 0.230
S 0.034 0.573 0.486
C -0.323 -0.160 -0.020
C -0.183 0.067 -0.001
C 0.174 -0.014 -0.138
C -0.238 -0.068 0.088
C 0.104 0.143 0.070
C 0.181 0.081 -0.025
C -0.193 -0.186 -0.075
C -0.025 0.131 0.126
C -0.227 -0.112 0.009
C 0.226 -0.144 -0.140
P 0.681 0.149 0.303
C -0.384 0.335 -0.059
C 0.122 0.112 -0.054
C 0.012 0.075 -0.053
C -0.105 0.082 0.077
C 0.077 -0.127 0.049
C -0.082 0.066 0.053
C -0.068 -0.160 0.099
C -0.060 -0.030 0.076
C -0.004 -0.008 -0.047
C 0.021 -0.047 -0.001
C -0.003 0.070 -0.046
C -0.109 -0.022 0.070
C 0.111 0.108 -0.146
C -0.058 -0.027 -0.027
C 0.270 -0.154 -0.076
C 0.174 -0.094 -0.080
C -0.061 0.017 0.020
C 0.100 -0.074 -0.104
C -0.060 0.060 0.201
C -0.171 0.122 0.073
C 0.136 -0.108 -0.193
C 0.015 0.027 0.147
C 0.214 -0.202 -0.072
C -0.509 0.095 0.127
P 0.159 0.373 -0.314
C -0.256 -0.172 0.122
C 0.117 -0.027 0.173
C 0.026 0.014 -0.069
C 0.018 0.001 -0.037
C 0.055 -0.048 0.037
C -0.068 -0.068 -0.015
C 0.205 -0.116 0.055
C 0.008 0.076 0.141
C 0.054 0.086 -0.067
C 0.006 -0.056 0.096
C -0.082 -0.039 0.126
C 0.226 0.096 -0.080
C -0.101 0.158 -0.039
C 0.116 -0.095 -0.119
H 0.049 0.026 0.007
H 0.008 0.013 0.044
H 0.004 -0.016 0.011
H 0.004 0.023 -0.020
H 0.007 -0.013 0.023
H -0.004 0.019 -0.017
H 0.039 -0.006 -0.018
H -0.004 -0.018 0.010
H 0.025 -0.028 0.045
H 0.029 -0.015 -0.043
H 0.011 -0.020 0.024
H -0.030 -0.027 0.037
H -0.116 -0.157 0.017
H -0.013 0.029 0.000
H 0.006 -0.027 -0.037
H -0.027 -0.008 -0.051
H 0.000 0.066 -0.017
H 0.002 0.035 -0.002
H 0.026 -0.022 0.035
H 0.029 0.001 0.049
H 0.008 0.028 0.007
H 0.000 -0.002 0.016
H 0.000 0.018 -0.007
H -0.021 -0.005 0.020
H -0.038 0.028 -0.009
H -0.012 -0.016 -0.052
H -0.016 0.037 0.030
H -0.008 0.029 -0.023
H 0.006 -0.007 -0.055
H -0.007 -0.030 -0.057
H -0.034 0.102 0.027
H -0.005 0.026 -0.095
H -0.058 -0.008 -0.060
H -0.017 0.003 0.002
H -0.003 -0.021 0.033
H -0.050 0.018 0.016
N 0.294 0.374 0.039
C 0.159 -0.150 -0.025
N -0.463 -0.348 0.435
C 0.257 0.182 0.197
N -0.468 -0.203 -0.393
C -0.074 0.061 -0.341
C 0.184 0.184 0.113
N -0.128 -0.152 -0.004
C 0.135 0.185 -0.008
C -0.021 0.085 -0.048
N -0.443 -0.224 0.158
H 0.034 0.033 0.003
H 0.054 0.019 0.061
H 0.038 -0.019 0.014
H -0.013 0.023 -0.013
H -0.005 -0.054 0.008
C -0.049 0.026 0.079
C 0.016 -0.040 -0.003
C -0.066 -0.009 -0.036
C 0.046 0.019 -0.008
C -0.002 0.040 -0.002
C 0.023 -0.052 -0.040
C -0.126 0.194 0.085
C 0.105 -0.294 0.318
O 0.171 0.332 -0.202
B -0.706 0.422 0.821
O 0.117 -0.137 0.160
C 0.052 0.251 -0.375
C -0.096 0.132 0.085
H 0.008 -0.042 0.000
H -0.031 0.009 -0.040
H 0.048 0.031 -0.024
H 0.040 -0.046 0.004
H 0.048 0.042 -0.013
H -0.020 0.003 0.070
H 0.010 -0.056 -0.016
H -0.013 -0.004 0.063
H -0.049 0.004 -0.019
H 0.029 -0.011 -0.032
H -0.007 0.039 -0.043
H 0.018 -0.050 0.067

ΔE to the lowest compared entry with this formula, charge and spin in kJ/mol: 77.9
Net charge: +3
LUMO energy in hartree: -0.30269
Electronic energy in eV: -112198.9556
HOMO in eV: -14.364